Formula: C21H26N2O4S2
Source: the Open Molecules 2025 dataset
Level of theory: ωB97M-V/def2-TZVPD

```
55
Properties=species:S:1:pos:R:3
C 2.2499 -2.1650 2.3104
C 1.3040 -1.2369 2.0493
S 1.5022 -0.0277 0.7576
O 2.6780 -0.5166 0.0520
O 0.2429 0.1729 0.0643
C 2.0959 1.5539 1.3393
C 1.3482 2.7291 1.2312
C 1.9295 3.9396 1.6304
C 3.2130 3.9469 2.1913
C 3.9830 2.7820 2.1979
C 3.4479 1.6072 1.6778
S -0.2610 -1.4214 2.9795
O 0.0972 -1.5901 4.3716
O -1.0407 -2.4267 2.2778
C -1.2295 0.1070 2.9374
C -2.2266 0.2708 1.9784
C -2.9210 1.4780 1.9090
C -2.6359 2.4906 2.8248
C -1.7385 2.2678 3.8719
C -1.0348 1.0651 3.9345
H 3.1771 -2.2492 1.7430
H 2.0925 -2.8807 3.1302
H 0.3307 2.6804 0.8429
H 1.3584 4.8638 1.5221
H 3.6188 4.8634 2.6142
H 4.9975 2.7544 2.5967
H 4.0583 0.7217 1.5386
H -2.4609 -0.5500 1.3040
H -3.6846 1.6120 1.1413
H -3.1167 3.4591 2.7248
H -1.5779 3.0173 4.6495
H -0.3339 0.8589 4.7386
C 1.1584 -2.4660 -0.8456
C 1.0597 -2.3706 -2.2475
N 2.1536 -2.0327 -3.0082
C 3.3971 -1.6717 -2.3890
C 2.1399 -1.8348 -4.4407
C 1.0139 -2.5865 -5.1052
C -0.2709 -2.3519 -4.3536
N -0.1226 -2.5124 -2.9245
C -1.3675 -2.5279 -2.2064
H 0.2399 -2.4216 -0.2656
H 2.0604 -2.8914 -0.4262
H 3.7861 -2.4992 -1.7817
H 4.1327 -1.4298 -3.1701
H 3.2890 -0.7873 -1.7502
H 2.0505 -0.7573 -4.6787
H 3.1240 -2.1602 -4.8095
H 0.9012 -2.2156 -6.1249
H 1.2604 -3.6523 -5.1725
H -0.6504 -1.3411 -4.5809
H -1.0447 -3.0663 -4.6604
H -1.3338 -3.2104 -1.3606
H -1.6615 -1.5354 -1.8388
H -2.1453 -2.8895 -2.8803
```

Computed properties:
LUMO energy = -0.2276 eV
HOMO-LUMO gap = 5.86 eV
M = 434.6 g mol⁻¹
energy relative to the best compared isomer or geometry (same formula, charge and spin) = 127.4 kcal/mol
SMILES = C=C(S(=O)(=O)c1ccccc1)S(=O)(=O)c1ccccc1.C=C1N(C)CCCN1C

Formula: C3H7NO3
Source: the Open Molecules 2025 dataset
Level of theory: ωB97M-V/def2-TZVPD

```
14
Properties=species:S:1:pos:R:3
O -2.7980 0.1563 0.0296
C -1.6470 0.3012 0.4098
O -1.3258 0.4090 1.6667
N -0.5495 0.3310 -0.4153
C 1.0101 0.4829 -0.1955
C 1.6486 -0.8134 -0.6822
O 3.1240 -0.5917 -0.6833
H -2.1816 0.2132 2.0998
H -0.6561 -0.2878 -1.2219
H 1.2350 0.6752 0.7966
H 1.2491 1.3043 -0.8435
H 1.3635 -1.6433 -0.0588
H 1.3653 -1.0768 -1.7057
H 3.3995 -1.1152 -1.4565
```

Computed properties:
LUMO energy = 0.6180 eV
HOMO-LUMO gap = 10.60 eV
M = 105.1 g mol⁻¹
energy relative to the best compared isomer or geometry (same formula, charge and spin) = 36.1 kcal/mol
SMILES = O=C(O)NCCO

Formula: C23H41LuN2P3S
Source: the Open Molecules 2025 dataset
Level of theory: ωB97M-V/def2-TZVPD

```
71
Properties=species:S:1:pos:R:3
Lu -0.2110 0.2976 0.5334
P -2.5494 0.1237 -1.1784
P -0.1305 -2.3381 1.6425
P 0.7036 -1.1226 -1.7438
H -0.0263 2.9056 2.1174
C 0.3806 2.9544 1.0958
C -0.4866 2.9253 0.0156
H -1.5570 3.1157 0.1929
C -4.1019 0.9973 -0.7002
C -3.3037 -1.5321 -1.4754
C -2.3990 0.7538 -2.8969
C 1.4832 -2.5834 2.4793
C -1.1584 -2.9521 3.0532
C -0.1925 -3.9050 0.6694
C 1.0658 0.1290 -3.0622
C -0.0324 -2.4006 -2.8494
C 2.3497 -1.9452 -1.5074
H 1.4670 3.1127 1.0381
H -0.1915 2.8354 -1.0454
H -3.8522 1.9798 -0.2899
H -4.6676 0.4441 0.0576
H -4.7460 1.1406 -1.5794
H -3.8110 -1.8807 -0.5685
H -2.5422 -2.2718 -1.7444
H -4.0463 -1.4851 -2.2843
H -1.8947 1.7276 -2.8644
H -3.3975 0.8934 -3.3311
H -1.8159 0.0771 -3.5329
H 1.5304 -3.5914 2.9140
H 1.5744 -1.8427 3.2792
H 2.3081 -2.4405 1.7754
H -0.7062 -3.8482 3.5081
H -2.1745 -3.2073 2.7323
H -1.2363 -2.1701 3.8156
H -0.2166 -4.7675 1.3548
H 0.6676 -4.0098 -0.0008
H -1.1042 -3.9321 0.0593
H 1.9591 -0.1892 -3.6215
H 1.2587 1.1261 -2.6310
H 0.2115 0.2087 -3.7549
H 0.7082 -2.6973 -3.6104
H -0.9134 -1.9904 -3.3570
H -0.3193 -3.2933 -2.2799
H 2.9893 -1.7460 -2.3858
H 2.2398 -3.0421 -1.3760
H 2.8339 -1.5126 -0.6134
C 4.7430 2.1115 -0.6074
C 5.9321 1.4530 -0.1936
C 7.1764 1.9855 -0.5651
C 7.2523 3.1817 -1.2953
C 6.0863 3.9378 -1.4875
C 4.8476 3.4402 -1.0745
S 3.1344 1.3133 -0.6976
H 2.7160 1.0074 0.5903
H 5.8466 0.5530 0.4273
H 8.1062 1.4812 -0.2868
H 8.2182 3.5478 -1.6575
H 6.1386 4.9297 -1.9290
H 3.9312 4.0408 -1.1319
N -6.9285 1.3456 4.2315
C -5.8793 1.1354 3.7518
C -4.5924 0.8490 3.1551
C -3.5911 1.8164 3.0833
C -2.3673 1.4854 2.5331
N -2.1294 0.2983 1.9062
C -3.1188 -0.6404 1.9972
C -4.2869 -0.4355 2.7049
H -3.7566 2.8257 3.4636
H -1.5280 2.1622 2.5966
H -2.9225 -1.6137 1.5538
H -4.9747 -1.2619 2.8824
```

Computed properties:
LUMO energy = -10.5148 eV
HOMO-LUMO gap = 5.41 eV
M = 645.6 g mol⁻¹
energy relative to the best compared isomer or geometry (same formula, charge and spin) = 9.2 kcal/mol
charge = +3

Formula: C37H71InN3O5
Source: the Open Molecules 2025 dataset
Level of theory: ωB97M-V/def2-TZVPD

```
117
Properties=species:S:1:pos:R:3
C 7.0124 0.0173 3.7044
C 6.9063 0.2100 2.1863
C 8.0617 1.0574 1.6923
C 7.0523 -1.1541 1.5249
C 5.5253 0.7309 1.7545
C 5.0879 2.1872 1.9755
C 5.7461 3.0905 0.9534
C 5.4095 2.7371 3.3605
C 3.5656 2.2395 1.8278
C 2.9416 3.0251 0.8637
C 1.5922 3.0682 0.7404
C 0.7691 2.3201 1.5724
O -0.5886 2.4458 1.3955
C -1.3253 1.3599 0.8272
C -0.5867 0.5503 -0.1885
O -1.5560 -0.1081 -0.9676
C -1.2836 -1.4981 -1.2380
C -2.0094 -2.4156 -0.2692
In -0.7346 -3.6600 1.0604
C -1.2633 -3.0871 3.1878
C -0.2537 -3.4178 4.1845
C 0.9541 -2.7265 4.2762
C 1.9012 -3.0448 5.2451
C 1.6898 -4.0801 6.1375
C 0.5003 -4.7930 6.0526
C -0.4507 -4.4614 5.1062
C 1.3340 1.5303 2.5578
C 2.7398 1.4942 2.6731
H 7.1015 -1.0261 3.9614
H 6.1707 0.4285 4.2325
H 7.8868 0.5158 4.0950
H 7.9393 1.2916 0.6450
H 8.1621 1.9906 2.2229
H 8.9799 0.5001 1.7844
H 6.2447 -1.8036 1.8218
H 7.0556 -1.0732 0.4483
H 7.9666 -1.6259 1.8519
H 5.4616 0.5580 0.6880
H 4.7922 0.0780 2.1905
H 5.3136 4.0759 0.9935
H 6.7901 3.2145 1.1692
H 5.6348 2.7154 -0.0518
H 4.9989 3.7317 3.4418
H 6.4729 2.7951 3.5383
H 4.9601 2.1519 4.1420
H 3.5141 3.6209 0.1808
H 1.1330 3.6820 -0.0080
H -2.1734 1.8205 0.3501
H -1.6996 0.7035 1.6045
H 0.0751 -0.1500 0.3017
H 0.0124 1.2013 -0.8184
H -1.6390 -1.6746 -2.2421
H -0.2082 -1.6366 -1.2381
H -2.6332 -1.8023 0.3654
H -2.6610 -3.0843 -0.8058
H 1.0036 -3.4343 0.7779
H -1.1725 -5.3837 0.8839
H -2.2070 -3.5596 3.4155
H -1.4259 -2.0192 3.1528
H 1.1448 -1.9406 3.5725
H 2.8091 -2.4854 5.2925
H 2.4307 -4.3280 6.8703
H 0.3179 -5.6002 6.7346
H -1.3697 -5.0152 5.0654
H 0.7177 0.9475 3.2127
H 3.1680 0.8698 3.4318
C -3.7949 -0.7924 -4.7388
C -4.1111 -2.2853 -4.7780
C -5.5293 -2.6071 -5.2680
O -6.5395 -2.3679 -4.3109
C -6.9827 -1.0317 -4.1945
N -3.8124 -2.8525 -3.4644
H -4.2518 -0.3108 -3.8755
H -2.7199 -0.6449 -4.6498
H -4.1397 -0.2852 -5.6436
H -3.4275 -2.7460 -5.4989
H -5.5838 -3.6778 -5.4805
H -5.7577 -2.0715 -6.2012
H -6.9960 -0.5305 -5.1679
H -6.3560 -0.4596 -3.5056
H -7.9950 -1.0559 -3.7908
H -3.8888 -3.8648 -3.4923
H -4.5367 -2.5615 -2.8140
C -8.0639 -4.4733 0.6661
C -7.6560 -3.0252 0.4139
C -8.8302 -2.0394 0.4073
O -9.6291 -2.0613 -0.7606
C -10.6174 -3.0674 -0.8088
N -6.8542 -2.9679 -0.8065
H -8.5020 -4.9239 -0.2247
H -7.1867 -5.0618 0.9284
H -8.7857 -4.5494 1.4824
H -7.0090 -2.7176 1.2406
H -8.4250 -1.0259 0.4556
H -9.4644 -2.1849 1.2933
H -11.0323 -3.2604 0.1859
H -10.2365 -4.0060 -1.2197
H -11.4155 -2.7073 -1.4578
H -6.4746 -2.0316 -0.9144
H -7.4734 -3.0875 -1.6036
C 2.7412 4.9346 -2.8321
C 3.5981 6.1632 -2.5536
C 3.7696 7.0916 -3.7610
O 4.6679 6.6290 -4.7481
C 4.1356 5.7078 -5.6794
N 4.8755 5.7295 -1.9821
H 3.2841 4.1751 -3.3941
H 2.4339 4.4764 -1.8936
H 1.8396 5.1938 -3.3906
H 3.0882 6.7552 -1.7873
H 4.1920 8.0365 -3.4093
H 2.7953 7.3146 -4.2176
H 3.0887 5.9350 -5.9029
H 4.2052 4.6750 -5.3302
H 4.7184 5.8016 -6.5950
H 5.4087 6.5367 -1.6739
H 5.4312 5.3139 -2.7234
```

Computed properties:
LUMO energy = 2.0959 eV
HOMO-LUMO gap = 6.15 eV
M = 752.8 g mol⁻¹
energy relative to the best compared isomer or geometry (same formula, charge and spin) = 0.0 kcal/mol
charge = -1

LUMO energy of number 3 (C23H41LuN2P3S)? -10.5148 eV